(1)
The following is a quantum chemistry calculation of 2 unconnected molecules or ions with the total composition C25H60N9O7, from OMol25.

The geometry in XYZ format:
```
101
Properties=species:S:1:pos:R:3:forces:R:3:lowdin_charge:R:1
C -0.100111 -2.479728 6.406040 -0.1 0.0 0.0 -0.098
C -0.782727 6.177930 -0.945880 1.1 -0.1 0.5 -0.055
H -0.395650 -4.330448 -3.121761 0.2 -0.3 -0.1 0.073
C 1.182082 -4.205913 -1.787521 0.8 -0.9 1.5 -0.643
H 2.153667 -1.090507 3.707722 -0.1 -0.1 0.0 0.101
H -0.776695 -1.966367 7.095618 0.1 0.0 0.1 0.092
O 2.927815 -1.745225 5.526922 -0.2 -0.1 -0.3 -0.183
H 1.420981 0.387218 0.943567 0.1 0.0 -0.2 0.139
H 0.857995 -0.258130 6.375666 0.1 0.0 0.0 0.131
H -2.644787 0.604943 -1.664439 -0.3 0.5 0.6 0.111
C -0.765801 2.509734 2.252612 0.3 1.7 -0.1 -0.156
H 5.286689 -1.177590 -0.426317 0.2 0.3 -0.3 0.070
H -3.285746 -2.833448 -0.141395 0.1 0.8 0.0 0.147
H 0.314053 0.217936 4.759899 0.0 0.1 0.0 0.107
O -1.953361 3.397085 -4.360525 -1.2 -0.1 -0.4 -0.194
H 4.240774 1.808131 1.100833 -0.2 -0.3 -0.1 0.088
C 0.256356 -0.075675 -0.622317 -1.1 -0.6 -1.6 -0.222
H 2.753449 0.149241 4.818320 0.0 0.0 0.0 0.124
N -0.975340 -0.276190 0.019947 1.6 0.2 0.7 0.062
H -1.710803 2.591165 2.840157 0.5 -0.2 -0.5 0.138
H 0.862112 4.702164 -0.674193 -0.5 0.2 0.6 0.119
H -0.540147 4.648281 2.688794 0.4 -0.2 -0.7 0.135
H -2.097181 -2.020403 2.116899 0.7 -0.2 -0.5 0.104
H -1.487196 4.108395 -6.286007 -0.5 -0.5 0.6 0.118
H 2.571444 -5.666694 -1.773794 -0.2 -0.2 0.4 0.075
C -1.434962 -1.696105 0.018710 -1.3 -1.1 -0.6 -0.346
N 3.852989 0.917549 1.420856 -0.3 -0.5 -0.3 0.078
H 2.273803 -3.938327 -3.501561 0.2 0.2 0.3 0.082
H -0.140094 0.494388 -2.520577 0.1 -0.2 0.2 0.137
H -1.152606 1.394039 -5.347269 -0.3 0.3 -0.8 0.061
H 3.355208 -2.018453 0.069119 0.1 -0.1 0.4 0.060
H -0.750071 2.008666 -7.010936 -0.6 -0.1 0.6 0.069
H 3.315012 -3.743327 5.656440 0.1 0.1 0.0 0.095
C -3.446211 1.128462 -1.081665 -0.4 -0.4 0.2 -0.191
H 3.658814 -3.017250 4.071845 0.0 -0.1 -0.1 0.078
H -1.628380 5.629646 -1.418765 0.7 0.4 0.4 0.058
H 0.586773 5.820389 0.759207 -0.1 -0.3 -0.8 0.114
C -0.698217 -2.493405 -1.136794 0.1 -0.6 0.3 -0.208
C -0.223195 3.960478 1.868331 -0.8 -2.1 0.4 -0.180
H -1.419023 -1.289104 -2.784728 0.8 -0.4 0.3 0.121
H 1.971970 -3.337530 4.572872 0.0 0.0 0.0 0.084
C 0.095490 5.222127 -0.042224 -1.2 0.9 -0.7 -0.247
N 0.169600 -4.931371 -2.532791 0.3 0.8 0.3 0.099
H -1.137566 7.040080 -0.328634 0.0 -0.8 -0.6 0.082
H 2.852800 1.481803 -1.040976 -0.3 -0.9 0.0 0.143
H -3.028230 1.726312 -0.228785 0.0 -0.8 -0.6 0.129
C 2.672227 0.411415 -0.775132 1.1 0.0 1.5 -0.050
H 5.144558 0.281469 -1.234114 0.2 -0.2 0.1 0.077
N 0.286591 -0.303277 -2.047665 0.4 -0.6 1.8 0.080
H 3.800338 -1.619334 1.645898 0.0 -0.1 -0.3 0.082
H -2.048013 0.237027 1.841583 0.5 -0.4 -0.8 0.154
H 0.542497 -5.732756 -3.029946 -0.1 0.2 0.0 0.088
H -0.516107 -3.458391 6.169036 0.0 0.1 -0.1 0.092
H -3.113120 -1.627883 -1.449809 0.1 0.0 0.8 0.124
C 3.758540 -0.030057 0.298716 0.4 -0.3 -0.4 -0.633
N 1.380756 0.244288 -0.065329 -0.3 0.7 -0.5 0.166
H 4.596415 0.538199 2.015225 -0.3 0.2 0.0 0.087
H 1.312756 -2.621585 -0.258741 -0.5 -0.7 -0.1 0.094
H -0.251744 0.136862 1.997968 -0.6 -0.1 -0.3 0.124
C 2.200365 -0.793708 4.762205 0.2 0.2 0.5 -0.210
H 0.873532 -2.618501 6.879876 0.0 0.0 0.0 0.086
C 2.961156 -3.025879 4.917401 0.0 0.1 0.1 -0.104
N 2.136138 -3.438621 -2.623604 -1.2 0.4 -0.5 0.067
C 0.807860 -0.576411 5.330420 -0.2 -0.2 -0.4 -0.199
C -2.980169 -1.775220 -0.348687 0.8 -0.3 -0.2 -0.149
H -1.453544 -3.245808 -1.491219 0.6 0.6 0.3 0.144
O -0.791610 4.283845 0.602134 1.4 0.8 0.7 -0.173
O -3.766637 -0.847351 0.389170 0.2 -0.2 -1.3 -0.131
H 0.891597 3.866976 1.839839 -0.8 0.4 -0.2 0.123
H 0.021906 2.046043 2.895807 -0.6 0.0 -0.4 0.114
C -4.427829 0.055453 -0.508786 -1.1 1.5 0.2 -0.152
H 3.021428 -3.274607 -2.157707 -0.1 -0.2 -0.1 0.059
H -1.432630 -3.467738 1.285126 0.0 0.9 0.2 0.102
H -3.399753 4.714883 -3.732526 -0.3 -0.9 0.1 0.132
C 0.530241 -3.332641 -0.635560 0.4 0.4 -1.1 -0.081
N 3.282524 -1.335061 0.818247 0.2 1.1 -0.1 0.085
C -1.290463 -2.369765 1.430802 0.2 -0.2 -0.4 -0.010
H 2.786822 -0.281872 -1.631545 -0.6 0.6 0.4 0.124
C -0.410869 -1.575448 -2.369513 -1.8 0.1 -0.7 -0.130
H 2.644560 -4.701205 -0.495012 -0.2 -0.4 0.1 0.061
H -2.366707 1.270344 -6.704894 0.6 0.5 0.4 0.070
C -2.104517 3.321189 -5.780855 1.0 -0.8 -1.1 -0.256
H -5.187446 0.605513 0.104610 0.6 -0.5 -0.4 0.141
H 0.107664 -2.096745 -3.207696 -0.1 0.4 1.0 0.109
H -0.277643 -2.232716 1.885139 -0.8 0.0 -0.3 0.095
C -3.220745 3.607949 -3.707943 0.2 0.0 0.7 -0.159
N 5.097996 -0.183704 -0.329471 -0.9 -0.1 0.0 0.080
H 0.268099 -4.072606 0.156569 0.0 0.8 -0.6 0.121
C -1.094195 0.409706 1.301660 0.7 1.1 0.7 -0.182
H -3.151550 3.456670 -6.132201 0.6 0.0 0.5 0.114
H -2.084184 2.681631 -2.090988 -0.6 0.3 -0.2 0.118
C -3.117169 3.079313 -2.237558 0.1 0.9 -0.6 -0.172
H -0.103836 6.588373 -1.731341 -0.7 -0.2 0.4 0.078
H -5.011652 -0.476408 -1.304574 0.7 0.3 0.5 0.140
H -3.236342 3.939284 -1.534390 -0.1 -0.8 -0.2 0.123
C -1.564273 1.902224 -6.255603 -0.1 0.4 0.1 -0.068
O 0.004061 -1.742144 5.193619 0.2 0.0 0.1 -0.204
O -0.963867 1.810652 1.021525 0.4 -1.1 1.0 -0.145
H -4.039474 3.035945 -4.209880 0.6 0.6 0.3 0.132
O -4.087801 2.051472 -1.965983 0.8 -0.1 0.2 -0.134
N 1.977490 -5.254257 -1.044826 -0.1 0.7 -0.6 0.055
```
Forces are in eV/Å.

HOMO energy = -11.41 eV
Total charge = +1
Multiplicity = 1

(2)
The following is a quantum chemistry calculation of 4 unconnected molecules or ions with the total composition C3H13O3S, from OMol25.

The geometry in XYZ format:
```
20
Properties=species:S:1:pos:R:3:forces:R:3:lowdin_spin:R:1
H 0.629383 -0.986951 -1.062801 0.4 -0.5 -0.2 0.005
H -2.187894 -1.158142 -0.017721 -0.1 0.7 -0.3 0.005
C -0.407874 -1.036412 -1.347463 -0.4 0.4 -0.4 0.022
H 2.590196 -0.530167 0.420120 -0.1 -0.5 0.0 0.006
H 1.892574 -1.850702 0.186907 0.1 0.3 0.4 0.004
S -0.312620 -1.168877 1.533231 -0.5 -0.4 -1.0 0.747
C -1.168461 -1.537917 -0.096960 0.1 -0.4 0.4 0.050
H 1.049296 0.930679 2.931110 -0.1 -0.3 -0.6 0.020
H -0.083039 1.051195 -1.037409 -0.9 0.0 0.3 0.005
O -0.608193 2.888560 0.872836 -1.1 -1.0 1.1 0.024
H -1.782277 0.647138 -1.558629 0.1 0.4 -0.3 0.002
H -0.344612 2.387287 1.677651 1.3 0.8 -0.2 0.007
H -1.423380 2.357277 0.837062 -0.2 0.5 -1.0 0.008
H -0.282851 0.739290 -2.648743 -0.6 -0.2 -0.7 0.001
C -0.720067 0.440648 -1.700707 1.1 -0.4 0.9 0.024
H -0.472911 -1.698180 -2.257808 -0.3 0.4 0.8 0.002
H -1.422312 -2.605647 -0.227922 0.7 0.0 0.2 0.004
H 1.001979 1.040872 1.378335 -0.4 -0.8 0.3 0.011
O 1.347336 1.459409 2.175257 0.7 0.9 0.5 0.031
O 2.705728 -1.369362 -0.056346 0.2 0.1 -0.1 0.023
```
Forces are in eV/Å.

HOMO energy (spin up / spin down) = 3.47 / -0.31 eV
Total charge = -2
Multiplicity = 2

(3)
The following is a quantum chemistry calculation of C4H11O3PS in the gas phase, from OMol25.

The geometry in XYZ format:
```
20
Properties=species:S:1:pos:R:3:forces:R:3:lowdin_charge:R:1
C -0.668110 -2.207471 0.438186 2.8 1.1 -2.0 -0.108
H 0.789545 1.652711 -1.999518 0.2 0.8 1.2 0.075
H -1.449560 -0.726259 -0.942416 -2.5 0.8 -1.4 0.019
H -1.523451 -2.312416 1.061856 -0.9 0.7 0.2 0.056
H -2.175225 0.787196 1.081485 0.6 0.0 -0.2 0.048
S 2.333177 0.052071 0.081934 -0.4 1.2 -2.4 0.302
O 2.336542 -0.328064 -1.346650 0.1 -0.1 1.9 -0.360
O 2.890529 1.345217 0.324910 0.9 0.2 0.5 -0.337
C -1.191824 1.023259 1.522145 0.7 2.5 -4.4 -0.108
H -1.196828 2.111629 1.771736 0.4 -1.0 0.0 0.051
H -0.250805 2.709335 -0.865139 0.0 1.2 -0.1 0.034
H -1.024057 0.379963 2.271166 0.8 -2.0 3.1 -0.031
C -0.050640 1.752775 -1.266782 1.7 -1.4 -0.9 -0.224
P 0.228446 0.580397 0.091067 -4.4 -1.2 0.1 0.961
H -0.610740 -3.061474 -0.224142 0.3 -0.8 0.6 0.065
O 2.361647 -0.957783 1.076671 0.6 -1.0 0.6 -0.321
C -0.534299 -1.058886 -0.638667 3.1 1.5 1.7 -0.313
H 0.242130 -1.096428 -1.496487 -1.5 -1.1 1.3 0.098
H -0.765379 1.394951 -1.969438 -1.6 -0.2 0.1 0.038
H 0.258910 -2.040722 1.028079 -0.7 -1.1 0.0 0.054
```
Forces are in eV/Å.

HOMO energy = -10.18 eV
Multiplicity = 1

(4)
The following is a quantum chemistry calculation of 2 unconnected molecules or ions with the total composition BrFO2S, from OMol25.

The geometry in XYZ format:
```
5
Properties=species:S:1:pos:R:3:forces:R:3:lowdin_charge:R:1
S -0.550557 -0.785066 1.494688 -1.7 -1.0 -1.8 0.884
F 0.656946 0.175921 -2.091486 0.4 0.7 0.6 -0.649
Br 1.425663 1.446767 -1.076164 0.0 -0.4 -1.1 0.760
O -0.028637 0.487747 1.139225 0.3 0.6 0.8 -0.562
O -1.503416 -1.325369 0.533737 1.0 0.1 1.5 -0.433
```
Forces are in eV/Å.

HOMO energy = -10.75 eV
Multiplicity = 1

M
In order: 598.81, 129.20, 170.17, 162.97
Unit: g mol⁻¹